Entry from the Open Molecules 2025 dataset: C20H42BN5PdSSbSi3 as an isolated structure at a distorted geometry (ωB97M-V/def2-TZVPD).

Properties
Highest occupied orbital energy (alpha / beta) in Eh: -0.5672 / -0.5699
Orbital gap (alpha / beta) in eV: 6.985 / 3.658

Structure (ORCA input):
```
! RIJCOSX wB97M-V def2-TZVPD def2/J DEFGRID3
* xyz 3 5
Pd -0.783 1.040 -0.628
B 1.464 5.347 0.082
C 0.737 4.001 0.201
N 0.214 2.974 0.309
H 2.650 5.166 0.125
H 1.296 6.217 0.957
H 0.871 6.014 -0.756
C 0.995 -0.636 4.844
Si -0.741 -0.048 4.527
C -1.072 1.783 4.644
C -2.130 -1.255 4.805
Sb -0.501 -0.185 1.567
Si -3.110 1.407 -0.046
C -3.882 0.535 1.441
C -3.931 0.790 -1.632
C -2.954 3.255 0.293
Si -1.052 -2.995 0.250
C -2.445 -3.560 1.352
C -1.526 -2.422 -1.465
C 0.637 -3.701 0.586
H 1.215 -0.564 5.915
H 1.731 -0.025 4.319
H 1.128 -1.677 4.551
H -0.714 2.155 5.608
H -2.138 2.007 4.582
H -0.548 2.342 3.867
H -2.289 -1.368 5.883
H -1.888 -2.241 4.408
H -3.071 -0.915 4.372
H -3.778 -0.550 1.404
H -4.954 0.759 1.423
H -3.486 0.896 2.392
H -4.591 -0.048 -1.405
H -3.236 0.491 -2.415
H -4.547 1.597 -2.041
H -2.504 3.430 1.270
H -3.955 3.698 0.292
H -2.353 3.772 -0.453
H -3.264 -2.845 1.427
H -2.094 -3.803 2.355
H -2.859 -4.479 0.920
H -2.539 -2.744 -1.713
H -0.840 -2.835 -2.208
H -1.487 -1.334 -1.566
H 0.809 -3.814 1.657
H 1.437 -3.099 0.157
H 0.697 -4.700 0.139
N -0.427 2.221 -4.794
C -1.443 3.087 -4.486
C -1.724 2.871 -3.173
N -0.892 1.885 -2.687
C -0.120 1.517 -3.694
H 0.003 2.123 -5.701
H -1.882 3.762 -5.200
H -2.463 3.355 -2.559
H 0.641 0.755 -3.659
N 2.845 1.692 -1.551
C 2.833 0.359 -1.492
S 1.359 -0.459 -1.176
N 3.990 -0.276 -1.652
C 4.290 -1.677 -1.733
C 5.473 -2.094 -1.132
C 5.836 -3.430 -1.176
C 5.038 -4.348 -1.841
C 3.885 -3.920 -2.483
C 3.507 -2.586 -2.436
H 2.007 2.197 -1.342
H 3.692 2.214 -1.721
H 4.817 0.308 -1.660
H 6.108 -1.374 -0.628
H 6.747 -3.751 -0.691
H 5.329 -5.388 -1.887
H 3.289 -4.621 -3.052
H 2.643 -2.258 -2.989
*
```


Entry from the Open Molecules 2025 dataset: C20H42ClN2O4OsSi3 as an isolated structure at a distorted geometry (ωB97M-V/def2-TZVPD).

Properties
Highest occupied orbital energy (alpha / beta) in Eh: -0.6639 / -0.6673
Orbital gap (alpha / beta) in eV: 9.094 / 6.772

Structure (ORCA input):
```
! RIJCOSX wB97M-V def2-TZVPD def2/J DEFGRID3
* xyz 3 5
Os 0.116 -0.082 -0.832
C -0.718 0.446 2.258
O -0.703 0.853 0.872
Si -1.303 2.303 0.181
C -3.114 2.587 0.514
C -0.274 3.684 0.918
C -0.795 1.586 -1.574
Si 0.523 2.813 -2.388
C 0.985 2.369 -4.156
C -0.246 4.534 -2.387
C 2.063 2.609 -1.279
Si -2.323 1.189 -2.750
C -1.647 0.316 -4.287
C -3.599 0.065 -1.913
C -3.133 2.824 -3.212
H -1.682 -0.002 2.495
H -0.549 1.314 2.895
H 0.074 -0.278 2.429
H -3.280 2.557 1.595
H -3.791 1.871 0.050
H -3.396 3.588 0.181
H -0.795 4.057 1.804
H -0.158 4.532 0.243
H 0.718 3.354 1.228
H 0.171 2.582 -4.849
H 1.299 1.337 -4.305
H 1.821 3.016 -4.437
H -0.483 4.829 -3.410
H 0.468 5.266 -2.004
H -1.160 4.614 -1.798
H 2.018 1.760 -0.581
H 2.224 3.503 -0.674
H 2.957 2.490 -1.896
H -0.675 -0.149 -4.136
H -1.555 1.017 -5.117
H -2.352 -0.457 -4.600
H -3.420 -0.102 -0.850
H -3.622 -0.905 -2.415
H -4.595 0.497 -2.016
H -2.505 3.410 -3.883
H -3.399 3.436 -2.349
H -4.057 2.584 -3.745
Cl 4.480 -0.722 -4.268
C 2.968 -1.315 -3.754
C 2.441 -2.506 -4.253
C 1.199 -2.931 -3.800
C 0.517 -2.172 -2.873
N 1.024 -1.012 -2.403
C 2.233 -0.597 -2.828
H 2.998 -3.084 -4.980
H 0.753 -3.841 -4.175
H -0.456 -2.473 -2.508
H 2.621 0.328 -2.424
O 1.667 -1.204 0.327
C 1.520 -2.402 0.729
O 0.456 -3.039 0.798
C 2.810 -3.117 1.212
N 2.412 -4.445 1.798
C 2.818 -4.471 3.252
C 2.942 -3.000 3.619
C 3.528 -2.376 2.347
H 3.441 -3.252 0.334
H 2.795 -5.244 1.296
H 1.386 -4.470 1.687
H 3.776 -4.980 3.334
H 2.083 -5.020 3.834
H 3.592 -2.859 4.478
H 1.968 -2.571 3.860
H 4.600 -2.560 2.290
H 3.363 -1.303 2.281
O -1.643 -1.616 -0.143
H -2.410 -2.075 -0.518
H -1.059 -2.299 0.269
*
```


Entry from the Open Molecules 2025 dataset: C20H42EuN4O2S7 as an isolated structure at a distorted geometry (ωB97M-V/def2-TZVPD).

Properties
Highest occupied orbital energy (alpha / beta) in Eh: -0.4296 / -0.4944
Orbital gap (alpha / beta) in eV: 7.682 / 9.445

Structure (ORCA input):
```
! RIJCOSX wB97M-V def2-TZVPD def2/J DEFGRID3
* xyz 2 8
Eu 0.153 -0.102 -0.285
C 0.669 -1.700 -4.078
C -0.450 -2.625 -3.605
S -1.432 -1.839 -2.312
C -2.043 -3.283 -1.398
C -2.421 -2.946 0.040
S -1.054 -2.455 1.121
C -0.067 -3.967 1.148
C 1.422 -3.691 1.339
S 2.175 -2.551 0.162
C 2.190 -3.518 -1.351
C 2.759 -2.650 -2.468
S 1.839 -1.131 -2.824
H 0.257 -0.784 -4.511
H 1.244 -2.186 -4.865
H -0.053 -3.564 -3.222
H -1.101 -2.857 -4.446
H -1.272 -4.048 -1.439
H -2.921 -3.670 -1.910
H -2.915 -3.803 0.490
H -3.108 -2.105 0.085
H -0.247 -4.515 0.225
H -0.423 -4.581 1.973
H 1.976 -4.628 1.303
H 1.615 -3.236 2.309
H 1.179 -3.854 -1.580
H 2.828 -4.390 -1.200
H 2.824 -3.213 -3.397
H 3.767 -2.325 -2.214
C 0.071 1.201 3.637
C 1.540 0.801 3.689
S 2.021 -0.235 2.295
C 3.530 0.555 1.700
C 3.421 2.003 1.235
S 2.154 2.309 -0.030
C 1.262 3.687 0.717
C 0.586 3.441 2.064
S -0.479 1.981 2.104
H -0.164 1.862 4.469
H -0.571 0.324 3.728
H 1.721 0.235 4.601
H 2.195 1.671 3.717
H 3.851 -0.094 0.887
H 4.285 0.486 2.480
H 4.376 2.309 0.818
H 3.209 2.669 2.071
H 0.531 3.974 -0.044
H 1.961 4.517 0.808
H -0.029 4.310 2.306
H 1.328 3.348 2.860
N -0.783 1.644 -2.102
C -2.273 1.583 -1.979
C -3.036 2.738 -2.663
C -3.585 3.922 -1.862
C -2.616 4.643 -0.958
N -3.334 5.612 -0.119
C -3.955 5.255 0.996
N -4.634 6.172 1.704
N -3.882 3.995 1.411
C -2.580 1.290 -0.495
O -3.354 2.011 0.166
O -1.947 0.267 -0.053
H -0.486 2.591 -1.934
H -0.541 1.484 -3.063
H -2.562 0.677 -2.492
H -3.908 2.303 -3.158
H -2.397 3.102 -3.477
H -4.403 3.566 -1.244
H -4.003 4.645 -2.569
H -1.840 5.174 -1.506
H -2.134 3.935 -0.289
H -3.547 6.513 -0.507
H -4.684 7.128 1.407
H -5.244 5.895 2.448
H -3.601 3.224 0.782
H -4.377 3.727 2.244
*
```